{
  "formula": "C18H37As3AuN3O2Se",
  "method": "wB97M-V/def2-TZVPD",
  "spin_multiplicity": 3,
  "charge": 2,
  "orbital_gap_ev": [8.2, 5.3],
  "e_tot_ha": -10266.64402,
  "e_lumo_ev": [-5.237, -8.213],
  "homo_ev": [-13.478, -13.478],
  "elements": ["Au", "C", "As", "C", "C", "C", "C", "C", "As", "C", "C", "C", "As", "C", "C", "H", "H", "H", "H", "H", "H", "H", "H", "H", "H", "H", "H", "H", "H", "H", "H", "H", "H", "H", "H", "H", "H", "H", "H", "H", "H", "H", "C", "O", "C", "O", "N", "N", "H", "H", "H", "H", "H", "H", "Se", "C", "C", "C", "N", "C", "C", "H", "H", "H", "H"],
  "positions_angstrom": [[-0.88713, 0.58361, -1.46284], [2.96491, -0.36995, -1.67345], [1.50951, 0.89514, -1.61808], [1.80031, 1.87343, -3.26315], [1.89427, 2.25112, -0.27311], [1.81071, 1.93256, 1.23690], [2.49105, 3.12710, 1.92948], [0.36797, 1.90333, 1.76813], [-0.97605, 0.68505, 1.04849], [-0.76919, -1.10448, 1.73859], [-2.57947, 1.29304, 1.93432], [2.55102, 0.62232, 1.55717], [3.15787, 0.35279, 3.44358], [1.70427, -0.78022, 4.11642], [4.37147, -1.11479, 3.00301], [2.98790, -1.02360, -0.80815], [3.87303, 0.23106, -1.72102], [2.86897, -0.96047, -2.58277], [2.75852, 2.38994, -3.20737], [1.00389, 2.59500, -3.42819], [1.81746, 1.16943, -4.09365], [1.22413, 3.07834, -0.52744], [2.91137, 2.58646, -0.49531], [2.10514, 4.07192, 1.54126], [3.56854, 3.10252, 1.75864], [2.33122, 3.11119, 3.00670], [-0.09566, 2.88623, 1.63905], [0.38774, 1.70046, 2.84308], [-0.73045, -1.06654, 2.82609], [0.12274, -1.58638, 1.34688], [-1.64664, -1.66875, 1.42177], [-2.38585, 1.26606, 3.00686], [-3.40105, 0.62267, 1.69117], [-2.83197, 2.30657, 1.63051], [3.48907, 0.61053, 0.99475], [1.96545, -0.24572, 1.22946], [0.79707, -0.20191, 4.29339], [2.02756, -1.17889, 5.07751], [1.49807, -1.61623, 3.44720], [5.25921, -0.72681, 2.50584], [3.88763, -1.85717, 2.36670], [4.68407, -1.59623, 3.92828], [-5.77572, 0.72519, -1.29146], [-5.07853, 1.85938, -1.86260], [-3.77123, 1.79419, -1.92834], [-3.12364, 0.82358, -1.51443], [-3.24461, 2.89437, -2.49391], [-1.88161, 2.94930, -2.79392], [-6.81878, 1.01715, -1.27551], [-5.41296, 0.53091, -0.28568], [-5.62892, -0.14999, -1.91908], [-3.88610, 3.58881, -2.85323], [-1.48907, 3.80453, -2.41478], [-1.75649, 2.95661, -3.80217], [-2.26687, -2.06947, -1.85297], [-1.51265, -3.78483, -1.77752], [-2.22700, -4.80201, -1.14298], [-1.64191, -6.05903, -1.06937], [-0.44662, -6.33767, -1.58255], [0.21773, -5.36560, -2.20584], [-0.26410, -4.07274, -2.32869], [-3.20850, -4.62168, -0.72765], [-2.15690, -6.87701, -0.58084], [1.17953, -5.63754, -2.62375], [0.30630, -3.31615, -2.84942]],
  "atomic_forces_ev_per_a": [[-0.248, -0.216, 0.008], [-0.198, -0.176, -0.033], [-0.087, 0.459, 0.035], [0.020, -0.031, -0.050], [0.052, -0.060, 0.019], [0.028, -0.083, -0.004], [0.011, 0.009, 0.002], [-0.048, -0.028, -0.002], [0.345, 0.037, 0.138], [-0.084, -0.036, -0.031], [-0.077, 0.018, -0.157], [-0.044, 0.093, -0.015], [0.003, 0.018, 0.029], [0.015, -0.027, -0.005], [-0.001, -0.021, -0.009], [-0.022, 0.015, 0.023], [0.031, -0.042, 0.022], [0.020, 0.004, -0.001], [0.003, -0.009, 0.000], [0.013, 0.015, 0.063], [0.001, 0.003, 0.004], [0.020, 0.019, -0.004], [0.006, -0.008, 0.000], [-0.016, -0.005, 0.007], [0.002, 0.014, -0.011], [0.013, -0.013, -0.002], [0.013, 0.007, 0.020], [0.002, 0.023, 0.003], [0.004, -0.023, -0.035], [0.006, 0.034, -0.002], [0.003, -0.007, 0.008], [-0.023, 0.010, 0.007], [0.011, -0.009, 0.007], [0.031, 0.003, 0.000], [0.008, -0.005, -0.010], [0.047, -0.022, -0.004], [0.017, 0.008, 0.015], [-0.013, -0.003, 0.006], [0.010, 0.013, 0.023], [-0.002, 0.006, 0.002], [0.003, -0.004, 0.003], [0.009, 0.000, -0.001], [-0.001, -0.039, -0.007], [0.102, 0.040, 0.048], [-0.168, -0.091, -0.089], [0.079, -0.056, 0.053], [0.034, 0.109, -0.032], [0.005, -0.045, -0.038], [0.003, 0.004, -0.002], [-0.010, 0.024, 0.009], [0.005, 0.004, -0.009], [0.042, -0.012, -0.026], [-0.030, -0.029, 0.018], [-0.007, -0.009, 0.019], [-0.032, 0.029, -0.022], [0.002, 0.183, 0.029], [0.040, -0.078, -0.035], [0.033, 0.016, -0.026], [-0.019, 0.016, 0.002], [-0.015, -0.011, 0.011], [0.061, -0.053, 0.012], [0.001, 0.002, 0.015], [-0.012, -0.002, 0.006], [0.008, 0.004, -0.010], [-0.002, 0.014, 0.006]],
  "lowdin_charge": [0.49, -0.24, 1.06, -0.26, -0.33, -0.68, -0.08, -0.31, 1.12, -0.26, -0.24, -0.39, 1.16, -0.34, -0.33, 0.03, 0.06, 0.04, 0.05, 0.02, 0.05, 0.08, 0.10, 0.10, 0.10, 0.07, 0.09, 0.08, 0.03, 0.03, 0.03, 0.05, 0.04, 0.04, 0.07, 0.04, 0.00, 0.03, 0.02, 0.02, 0.03, 0.03, 0.02, 0.02, -0.56, -0.18, 0.03, 0.04, 0.11, 0.09, 0.10, 0.18, 0.10, 0.11, 0.85, -0.67, -0.10, -0.11, 0.09, -0.12, -0.11, 0.10, 0.12, 0.12, 0.09]
}